{"formula": "C18H24N2O4S", "method": "wB97M-V/def2-TZVPD", "species": ["C", "H", "H", "H", "C", "N", "S", "O", "O", "C", "C", "C", "C", "C", "C", "H", "H", "C", "H", "H", "C", "C", "O", "N", "H", "C", "C", "C", "C", "C", "O", "H", "H", "H", "H", "H", "H", "H", "H", "H", "H", "C", "H", "H", "H", "C", "H", "H", "H"], "coordinates": [[3.299606, -1.633629, 2.190676], [3.841759, -0.791338, 2.498378], [3.223356, -1.602064, 1.002904], [3.704682, -2.630764, 2.421795], [1.966433, -1.581567, 2.357893], [1.199111, -2.635863, 1.945319], [0.894445, -2.673639, 0.440206], [1.824654, -2.414073, -0.557166], [0.157809, -4.141010, 0.066602], [-0.585797, -1.513228, -0.041460], [-0.748319, -0.973162, -1.090079], [-1.657288, -0.121346, -1.480280], [-2.489479, 0.289702, -0.716921], [-2.709900, -0.451666, 0.692810], [-1.627497, -1.442258, 0.802555], [-1.559455, -1.926009, 1.950172], [-3.295017, -0.200061, 1.322323], [-3.596922, 1.342174, -0.731557], [-3.882153, 1.558767, -1.917463], [-4.655999, 0.959637, -0.342409], [-3.352864, 2.525096, -0.082129], [-2.125109, 3.238000, -0.364574], [-2.252890, 4.140990, -1.327013], [-0.948561, 2.867416, 0.156806], [-1.145249, 1.848100, 0.420019], [0.271614, 3.378211, -0.526828], [1.176512, 2.414013, -1.456943], [0.920460, 2.206351, -2.727073], [1.954941, 1.107440, -2.907004], [2.254387, 0.663672, -1.779977], [1.603810, 1.277642, -0.823386], [2.798724, -0.368920, -1.637418], [2.087846, 0.741398, -3.965763], [0.748453, 2.922709, -3.505718], [0.210408, 4.244189, -1.052541], [0.767317, 3.520044, 0.466231], [-4.241404, 3.230567, -0.300759], [-3.213577, 2.518918, 1.270555], [-1.624785, 0.573780, -2.363816], [0.148052, -1.143031, -1.729210], [0.478149, -2.969424, 2.553452], [1.346047, -0.215490, 2.434827], [0.349786, -0.148108, 2.481773], [2.031200, 0.596925, 2.639786], [1.387886, -0.213767, 1.081187], [1.694052, -1.626301, 3.977073], [0.739933, -1.521309, 4.350711], [2.389110, -0.852076, 4.517849], [1.944354, -2.817248, 4.298530]], "forces_ev_per_angstrom": [[4.52, -2.03, -5.94], [0.80, 0.87, 0.64], [1.74, 0.09, 1.70], [0.22, 0.57, 0.19], [-5.53, 3.27, 11.51], [0.12, -0.95, -0.22], [-10.69, -7.97, -6.50], [4.03, 1.68, -1.05], [2.83, 5.85, 2.82], [2.48, -7.08, 11.36], [6.70, 1.60, -12.35], [3.55, 2.32, -9.53], [-12.40, 1.93, 13.45], [13.23, -4.77, -12.35], [-5.14, 1.92, 8.06], [-0.23, 0.84, -3.20], [-7.69, 2.89, 8.00], [-3.21, -4.79, -5.68], [0.86, -0.19, 2.76], [2.43, 0.15, -0.80], [-1.07, 5.64, 6.89], [-0.54, 4.76, -6.60], [1.18, -2.96, 3.95], [-1.81, -1.88, -1.25], [1.77, 1.62, -0.12], [3.29, -4.22, 3.51], [-6.63, 1.71, 5.00], [4.56, -0.66, -2.08], [-3.58, 2.29, -9.15], [3.32, -7.49, 3.10], [1.23, 2.25, 2.05], [-1.07, 2.49, 0.47], [0.56, 0.10, 1.70], [-0.73, 0.14, -0.01], [-1.22, 2.52, -1.12], [1.11, 0.62, -1.41], [1.64, -0.86, 0.71], [-0.99, -0.71, -3.57], [0.71, -1.49, 0.00], [-0.70, 0.40, -0.43], [-0.35, -0.54, 0.05], [3.74, 0.35, -9.64], [-3.59, 0.36, 1.23], [-0.35, -0.02, 0.54], [-0.36, 1.65, 2.87], [4.98, -4.11, 1.40], [-2.44, 0.63, 0.19], [-1.17, -1.81, -0.96], [-0.08, 3.01, -0.21]], "lowdin_charge": [-0.054, 0.094, 0.133, 0.126, -0.799, -0.091, 0.768, -0.272, -0.406, -0.322, -0.151, -0.098, -0.214, 0.131, -0.036, 0.163, -0.019, -0.221, 0.192, 0.165, -0.242, -0.478, -0.037, 0.080, 0.161, -0.039, -0.235, 0.032, -0.083, -0.248, 0.020, 0.169, 0.135, 0.117, 0.077, 0.126, 0.157, 0.219, 0.176, 0.156, 0.133, -0.022, 0.033, 0.105, 0.156, -0.059, 0.031, 0.128, 0.146], "e_above_lowest_kj_mol": 1912.7, "multiplicity": 1, "total_energy_ha": -1508.30120}